# 1
ORCA calculation (ωB97M-V/def2-TZVPD) on a molecular structure, C41H36BCaN4PS7Te.

Kohn-Sham gap = 5.288 eV
Net charge = -2
HOMO energy = -1.61 eV
Relative energy (zero: lowest compared OMol25 entry of this formula, charge and spin) = 2.528 eV
LUMO energy = 0.1350 Ha

Last column: Mulliken charge in e.
Element x y z (Å)
Te: 0.36739 4.47383 0.06254  0.791
Ca: -0.16410 1.29701 1.74306  0.086
S: 0.61374 -1.81920 0.87015  0.960
S: 0.17841 1.35635 4.54981  -0.328
S: -1.63012 3.67122 2.54102  -0.239
S: -1.06557 2.89112 6.77106  -0.164
S: 2.78314 1.09883 1.69285  -0.357
S: -2.44008 4.76371 5.18241  -0.163
S: -2.60992 5.04341 8.15957  -0.385
P: -0.60728 -0.96747 -1.14516  0.444
N: 0.89716 -2.04494 3.79456  0.499
N: 3.75381 -1.20778 0.55261  0.124
N: 3.14748 0.29418 -0.89945  0.393
N: 2.84414 -2.00055 2.85591  0.401
C: 2.49747 5.53611 -1.80050  -0.511
C: -0.53250 -2.21786 4.00447  -0.779
C: -1.76935 -4.46533 -3.05259  -0.847
C: 1.36080 4.72932 -1.80909  -0.026
C: 3.95954 -1.72400 -0.70576  -0.972
C: -2.97406 2.37830 -1.79920  -1.083
C: -4.57702 0.04895 0.94092  -0.774
C: 1.79176 -1.65757 4.76867  -0.667
C: -4.04353 3.23709 -1.61739  -0.397
C: -2.21504 -0.66959 -0.32256  0.770
C: -2.11046 0.17938 0.81471  -0.566
C: 1.73577 4.30111 -4.15414  -0.673
C: 3.25209 5.71506 -2.95267  -0.559
C: 0.56393 -3.51321 0.34317  0.012
C: -0.22185 -5.77555 0.63199  -0.800
C: -3.34214 0.49252 1.41399  -0.256
C: -3.43956 -1.11494 -0.81893  -0.342
C: 1.26807 -5.25024 -1.17207  -0.909
C: -3.85444 4.46095 -0.98486  -0.614
C: -2.07328 4.26463 6.77012  0.095
C: -0.91525 -2.28580 -2.38945  0.329
C: 2.87058 5.10008 -4.13714  -0.415
C: 3.57735 -0.80127 -1.61560  -0.268
C: -0.87050 2.66830 5.05245  -0.074
C: 3.00462 -1.63060 4.17299  -0.636
C: 1.29481 -3.92496 -0.76478  0.107
C: 0.99020 4.10908 -2.99731  0.020
C: -1.65169 -3.44751 -2.12126  -0.153
C: -1.71179 2.73673 -1.33960  0.424
C: -1.12708 -4.36695 -4.28263  -0.555
C: 3.23160 0.02615 0.42584  0.079
C: -0.28887 -2.20522 -3.63439  -0.548
C: -2.59540 4.83129 -0.53905  -0.406
C: -1.53384 3.56883 4.28756  -0.200
C: -4.62586 -0.75224 -0.18961  -0.701
C: 2.58476 1.49703 -1.48315  -0.927
C: -0.19414 -4.44958 1.04004  -0.373
C: 0.51070 -6.18192 -0.47596  -0.621
C: -0.37997 -3.23321 -4.56698  -0.561
C: -1.51804 3.96691 -0.72252  -0.293
C: 1.54417 -2.24717 2.62741  -0.827
B: 4.03900 -2.05647 1.84926  0.336
H: -1.20385 -5.16889 -5.00760  0.362
H: 0.11250 3.47519 -3.03126  0.399
H: 1.54764 1.31563 -1.77528  0.208
H: 4.13574 6.34098 -2.92198  0.361
H: -5.57635 -1.09443 -0.58710  0.327
H: 2.80250 6.03434 -0.88724  0.334
H: -3.48703 -1.72582 -1.71500  0.401
H: 3.56814 -0.81888 -2.68997  0.484
H: -2.11770 -3.56015 -1.14936  0.579
H: -0.76809 -4.12780 1.89925  0.321
H: 4.21372 -3.18933 1.44304  -0.246
H: -3.34754 1.15118 2.28056  0.281
H: 1.87460 -3.19200 -1.30862  0.379
H: -5.49273 0.34354 1.44302  0.350
H: -0.74795 -3.23531 4.33830  0.233
H: 0.28430 -1.31447 -3.86955  0.374
H: 0.48579 -7.21609 -0.79669  0.350
H: 0.12680 -3.14133 -5.52067  0.377
H: -4.69543 5.12184 -0.81415  0.335
H: 2.61865 2.28858 -0.73720  0.249
H: 1.46964 -1.38279 5.75599  0.520
H: 5.01068 -1.62879 2.44102  -0.239
H: -2.34137 -5.35167 -2.80446  0.372
H: 4.34252 -2.71911 -0.83188  0.507
H: -1.05401 -2.02034 3.06746  0.174
H: 1.83450 -5.55162 -2.04477  0.445
H: 3.96436 -1.33603 4.55267  0.475
H: 3.17470 1.78221 -2.35398  0.307
H: -2.45378 5.76664 -0.01503  0.440
H: -3.11700 1.39888 -2.23455  0.428
H: -5.03492 2.93747 -1.93383  0.377
H: -0.82106 -6.49167 1.18136  0.406
H: -0.86120 -1.48827 4.74178  0.366
H: 1.42613 3.81337 -5.07069  0.369
H: -0.90572 2.01646 -1.43005  0.326
H: 3.45308 5.24210 -5.03893  0.369



# 2
ORCA calculation (ωB97M-V/def2-TZVPD) on a molecular structure, C41H36BiNO3P2 at a distorted geometry.

Kohn-Sham gap (alpha / beta) = 4.755 / 4.601 eV
Net charge = +2
HOMO energy (alpha / beta) = -13.30 / -13.27 eV
LUMO energy (alpha / beta) = -0.3138 / -0.3184 Ha

Last column: Mulliken charge in e.
Element x y z (Å)
Bi: -0.37958 -0.05426 -0.35890  2.212
P: -0.47605 -2.48082 -0.25512  1.341
P: -0.46180 2.36959 -0.41217  1.369
O: -0.98694 0.06111 2.86168  -0.191
O: 2.56535 2.43861 1.62500  -0.492
O: 1.05992 -0.96727 3.55396  -0.587
N: 1.74258 0.21854 1.62654  0.456
C: 1.90306 -0.57129 2.77196  0.165
C: -2.29506 -3.94482 1.26167  -0.546
C: -2.61711 2.16683 -2.18908  -0.591
C: -3.38896 -3.82317 -3.53635  -0.576
C: 3.34586 -0.51115 3.29553  -0.909
C: -1.93801 2.95313 -1.24798  0.593
C: -4.16877 3.98061 -2.57998  -0.588
C: -1.09948 -3.21967 1.26020  0.116
C: 0.84242 3.86882 -2.34513  -0.841
C: 3.24167 3.87526 -2.64562  -0.671
C: -1.59246 -2.97954 -1.57719  0.386
C: 3.35257 -3.21744 -1.45935  -0.750
C: 0.97962 2.91085 -1.33811  0.611
C: 1.31946 -4.54025 -0.08662  -0.251
C: -1.31766 -4.12822 -2.32163  -0.446
C: 1.97845 4.34838 -2.99698  -0.721
C: -0.35805 -3.11030 2.42560  -0.149
C: -2.37835 4.24865 -0.97880  -0.227
C: 0.63127 4.76764 2.69591  -0.729
C: -1.50959 3.11662 2.03052  -0.164
C: -3.65879 -2.67330 -2.79139  -0.838
C: -3.49280 4.76290 -1.64297  -0.749
C: 2.24131 2.42523 -1.01043  0.409
C: -0.79210 -3.70967 3.60215  -0.888
C: -1.52388 3.82482 3.22933  -0.899
C: 2.56969 1.25394 1.99044  -0.268
C: 3.37194 2.91256 -1.64165  -1.005
C: 3.54043 0.96714 3.15229  -0.571
C: 0.64432 4.06641 1.49408  -0.429
C: -2.21890 -4.54622 -3.30192  -0.716
C: 2.53320 -5.18604 -0.32596  -0.770
C: -2.76194 -2.24586 -1.81778  -0.255
C: 2.14492 -2.56974 -1.22349  -0.327
C: -0.45038 4.65158 3.56359  -0.588
C: 3.55106 -4.52597 -1.01348  -0.615
C: -1.98513 -4.43390 3.60909  -0.597
C: -2.73379 -4.54845 2.43786  -0.745
C: -0.42811 3.23740 1.16212  0.482
C: -3.72693 2.68300 -2.84953  -0.794
C: 1.12106 -3.23341 -0.53451  0.594
C: -0.78615 0.00765 1.69240  0.231
H: -1.86141 4.86278 -0.23870  0.499
H: 3.95878 -1.03936 2.59923  0.365
H: 3.45072 -0.82746 4.31717  0.386
H: 4.14862 -2.69790 -1.99671  0.432
H: -0.40110 -4.68869 -2.14642  0.432
H: 3.15274 1.53295 4.01040  0.265
H: -2.33220 -4.90750 4.52907  0.413
H: -5.04131 4.38111 -3.09732  0.419
H: -2.35154 2.46815 1.77465  0.432
H: 1.48753 4.16802 0.81503  0.476
H: 2.32821 1.65796 -0.24011  -0.206
H: 4.35825 2.53317 -1.37101  0.497
H: 2.95806 -0.13678 -3.84485  -0.140
H: 4.56912 1.20547 2.93800  0.365
H: 0.57140 -2.53903 2.43000  0.546
H: 1.47547 5.41136 2.95124  0.464
H: -3.66654 -5.11479 2.43678  0.442
H: 2.68106 -6.20584 0.03017  0.446
H: -0.20398 -3.61092 4.51477  0.497
H: -2.87866 -4.04213 0.34570  0.413
H: 4.50090 -5.02951 -1.19809  0.428
H: -3.83264 5.77529 -1.42441  0.439
H: 0.53053 -5.05897 0.46181  0.470
H: -1.99964 -5.43820 -3.88853  0.442
H: 2.36422 -0.15304 -4.31672  0.142
H: -0.14532 4.23375 -2.62509  0.410
H: -2.26429 1.15325 -2.40077  0.213
H: -2.94713 -1.33190 -1.24726  0.459
H: 4.12784 4.24957 -3.16182  0.422
H: -2.37435 3.72554 3.90674  0.458
H: 1.87084 5.09145 -3.78843  0.455
H: -0.45943 5.20409 4.50629  0.428
H: 1.98152 -1.54657 -1.57520  0.022
H: -4.08727 -4.15040 -4.30695  0.418
H: -4.25398 2.06888 -3.58181  0.429
H: -4.56841 -2.10032 -2.97666  0.443



What did we get for electronic energy? Answer: -5902.3238; -2760.9886 Eh, in the order shown.